Record 1
# C11H40LiN10O18

C11H40LiN10O18 as an isolated structure at a distorted geometry (wB97M-V/def2-TZVPD, the OMol25 dataset).

Last column: Löwdin charge in e.
Element x y z (Å)
Li 0.716 2.533 4.183  0.80
C -1.186 -0.018 -0.335  0.02
C 0.078 -0.289 -0.875  -0.34
C 1.346 0.185 -0.207  -0.32
O 2.459 -0.014 -0.731  0.00
C 1.259 0.801 1.052  -0.04
C 0.023 1.228 1.527  -0.35
C -1.269 0.816 0.795  -0.32
O -2.348 1.100 1.359  -0.06
O -0.069 1.894 2.588  -0.14
O 0.241 -1.027 -1.872  -0.04
H -2.058 -0.496 -0.756  0.11
H 2.086 1.016 1.713  0.10
C 3.103 4.225 0.742  -0.69
O 3.463 5.381 0.874  0.01
N 3.898 3.230 0.242  0.17
N 1.823 3.829 1.008  0.17
H 4.871 3.455 0.156  0.10
H 3.577 2.277 0.202  0.07
H 1.493 2.882 0.855  0.05
H 1.133 4.465 1.368  0.10
C 0.505 -4.907 -0.952  -0.66
O 0.726 -4.957 -2.153  0.02
N 0.230 -3.720 -0.322  0.18
N 0.386 -6.025 -0.171  0.15
H 0.162 -2.876 -0.867  0.06
H -0.016 -3.673 0.648  0.08
H 0.305 -6.887 -0.675  0.10
H 0.015 -5.960 0.758  0.09
C 3.415 -3.489 2.208  -0.68
O 2.896 -4.401 2.826  0.00
N 2.801 -2.295 1.921  0.16
N 4.715 -3.546 1.755  0.14
H 3.356 -1.597 1.457  0.05
H 1.835 -2.174 2.148  0.09
H 5.017 -2.933 1.005  0.05
H 5.131 -4.446 1.910  0.10
C -1.698 2.348 -4.188  -0.68
O -1.823 3.370 -4.853  0.00
N -2.754 1.784 -3.528  0.16
N -0.466 1.806 -3.951  0.17
H -2.657 0.854 -3.160  0.07
H -3.659 2.201 -3.618  0.10
H -0.380 0.938 -3.453  0.06
H 0.305 2.380 -4.234  0.09
C -5.688 -0.072 0.528  -0.68
O -6.847 -0.474 0.483  0.00
N -4.915 0.004 -0.603  0.16
N -5.103 0.374 1.671  0.17
H -3.934 0.190 -0.497  0.05
H -5.338 -0.368 -1.431  0.10
H -5.683 0.396 2.487  0.10
H -4.120 0.608 1.679  0.04
O 2.344 1.349 4.281  -0.08
H 2.539 0.475 3.923  0.06
H 3.198 1.791 4.343  0.07
O -2.810 -2.352 1.433  -0.05
H -2.232 -2.741 2.095  0.03
H -2.457 -1.465 1.290  -0.01
O 4.848 -1.339 -0.004  -0.07
H 4.041 -1.380 -0.545  0.04
H 5.566 -1.264 -0.640  0.07
O 2.429 -2.395 -3.227  -0.07
H 1.618 -2.760 -3.593  0.02
H 2.138 -1.994 -2.398  -0.01
O 2.585 1.269 -3.427  -0.07
H 2.531 0.745 -2.614  -0.01
H 2.298 0.671 -4.124  0.03
O -1.836 4.113 2.236  -0.08
H -1.346 3.278 2.232  -0.03
H -2.350 4.103 1.415  0.00
O -1.669 -1.400 -4.076  -0.06
H -1.274 -1.532 -4.942  0.04
H -0.936 -1.472 -3.450  -0.01
O -3.679 3.308 0.126  -0.05
H -3.395 2.384 0.171  0.00
H -3.798 3.484 -0.813  0.04
O -3.444 2.006 4.062  -0.06
H -3.235 1.979 3.116  -0.01
H -3.029 1.214 4.414  0.03

Atoms 1-2, force components in eV/Å:
Li -0.16 -0.57 -1.01
C 0.86 0.91 0.70

The HOMO-LUMO gap is 7.1 eV. The total energy is -64027.74016 eV. Its spin multiplicity is 1. The HOMO energy is -6.60 eV. Its total charge is -1. Its max |F| is 1.9 eV Å⁻¹. For the relative energy (zero: lowest compared OMol25 entry of this formula, charge and spin), the calculation gives 0.00 kcal per mole.

Record 2
# C11H40N2O9

A 9-piece molecular cluster, C11H40N2O9 overall at a distorted geometry (wB97M-V/def2-TZVPD, the OMol25 dataset).

Last column: Löwdin charge in e.
Element x y z (Å)
C 5.719 1.366 -3.074  -0.17
O 4.643 0.659 -2.514  -0.13
H 6.202 1.857 -2.230  0.08
H 6.348 0.627 -3.571  0.08
H 5.371 2.112 -3.789  0.07
H 4.313 0.022 -3.152  0.07
C -0.785 -6.425 0.889  -0.20
O -1.318 -7.529 0.254  -0.11
H -1.473 -5.579 0.871  0.08
H -0.486 -6.670 1.908  0.08
H 0.111 -6.144 0.335  0.07
H -1.410 -7.326 -0.680  0.08
C -1.573 -4.987 6.253  -0.17
O -1.308 -3.745 5.635  -0.12
H -1.678 -4.837 7.328  0.07
H -2.492 -5.417 5.855  0.08
H -0.742 -5.675 6.097  0.08
H -2.163 -3.309 5.624  0.07
C -0.816 1.848 7.457  -0.16
O -1.328 1.892 6.130  -0.13
H -0.511 2.790 7.912  0.08
H -1.458 1.236 8.091  0.07
H 0.119 1.294 7.378  0.07
H -1.872 1.155 5.843  0.07
C -1.131 6.717 3.842  -0.21
O -2.295 5.979 3.737  -0.10
H -1.372 7.757 3.618  0.08
H -0.757 6.774 4.865  0.08
H -0.337 6.425 3.155  0.08
H -2.042 5.157 4.163  0.07
C 1.546 7.401 -1.878  -0.14
O 2.304 6.867 -0.760  -0.14
H 1.891 6.947 -2.807  0.06
H 0.528 7.017 -1.808  0.07
H 1.577 8.483 -2.008  0.08
H 2.064 5.956 -0.575  0.07
C -4.502 -0.346 -6.609  -0.20
O -4.578 -1.415 -5.744  -0.11
H -5.507 0.074 -6.559  0.08
H -3.769 0.376 -6.248  0.07
H -4.192 -0.574 -7.629  0.07
H -3.741 -1.885 -5.751  0.08
C 0.824 -4.024 -4.885  -0.81
O -0.359 -3.848 -5.093  0.04
N 1.400 -5.159 -4.550  0.15
N 1.734 -3.134 -4.996  0.15
H 0.797 -5.963 -4.444  0.12
H 2.407 -5.206 -4.482  0.11
H 1.453 -2.354 -5.574  0.13
H 2.700 -3.343 -4.790  0.11
C -0.568 0.583 -1.176  -0.06
C 0.047 1.009 0.138  -0.50
C 0.503 -0.165 0.980  -0.06
O 1.157 1.846 -0.120  -0.06
H -1.360 1.241 -1.534  0.08
H -0.957 -0.431 -1.087  0.07
H 0.164 0.558 -1.983  0.08
H -0.668 1.697 0.590  0.14
H -0.360 -0.728 1.337  0.08
H 1.100 0.177 1.826  0.08
H 1.053 -0.981 0.511  0.08
H 1.834 1.297 -0.523  0.08

Atoms 1-2, force components in eV/Å:
C -0.06 -0.23 -0.02
O -0.98 -0.38 0.49

The HOMO-LUMO gap is 10.0 eV. The total energy is -33458.88168 eV. Its spin multiplicity is 1. The HOMO energy is -10.01 eV. Its max |F| is 6.1 eV Å⁻¹. The SMILES is NC(N)=O.CC(C)O.CO.CO.CO.CO.CO.CO.CO. For the relative energy (zero: lowest compared OMol25 entry of this formula, charge and spin), the calculation gives 12.19 kcal per mole.

Record 3
# C11H40N8O9

A 9-piece molecular cluster, C11H40N8O9 overall at a distorted geometry (wB97M-V/def2-TZVPD, the OMol25 dataset).

Last column: Löwdin charge in e.
Element x y z (Å)
C 0.972 4.461 0.506  -0.06
C 0.690 3.760 1.851  -0.26
O 0.964 2.415 1.632  -0.12
H 0.409 4.037 -0.219  0.01
H 1.956 4.440 0.189  0.05
H 0.653 5.510 0.418  0.09
H -0.266 3.999 2.270  0.10
H 1.507 4.130 2.537  0.14
H 1.836 2.237 2.001  0.13
C 2.333 0.141 -2.135  -0.07
C 2.459 0.784 -0.785  -0.31
O 1.829 -0.133 0.049  -0.09
H 2.296 -0.953 -2.034  0.07
H 2.951 0.536 -2.976  0.08
H 1.348 0.289 -2.478  0.04
H 2.009 1.754 -0.711  0.07
H 3.494 0.913 -0.489  0.12
H 0.950 0.215 0.206  0.04
C -0.116 -1.924 -4.214  -0.68
O -0.757 -0.735 -4.606  -0.15
N 0.361 -2.730 -5.007  0.18
N 0.080 -2.173 -2.969  0.16
H 0.211 -2.627 -6.020  0.15
H 0.666 -3.608 -4.597  0.13
H -0.145 -1.443 -2.304  0.06
H 0.696 -2.939 -2.557  0.14
C -1.008 1.063 -0.837  -0.58
O -0.401 2.152 -1.508  -0.14
N -0.952 0.991 0.473  0.15
N -1.486 -0.006 -1.410  0.15
H -0.295 1.710 0.836  0.07
H -1.477 0.288 1.004  0.08
H -1.483 -0.047 -2.458  0.11
H -1.931 -0.887 -0.892  0.14
C -2.347 -1.208 3.735  -0.64
O -1.951 -0.990 2.453  -0.10
N -2.363 -0.360 4.707  0.18
N -2.643 -2.409 4.096  0.16
H -1.986 0.542 4.434  0.06
H -2.609 -0.514 5.719  0.16
H -2.715 -3.076 3.334  0.12
H -3.241 -2.532 4.946  0.14
C 1.133 -4.061 0.581  -0.62
O 0.035 -4.911 0.681  -0.15
N 1.003 -2.959 -0.078  0.18
N 2.258 -4.212 1.186  0.17
H 0.036 -2.735 -0.210  0.07
H 1.582 -2.172 0.019  0.06
H 2.390 -4.975 1.857  0.13
H 3.029 -3.550 0.963  0.14
C 2.256 3.737 -2.878  -0.16
O 3.283 2.897 -3.389  -0.13
H 1.559 3.932 -3.740  0.10
H 2.702 4.728 -2.583  0.09
H 1.734 3.326 -2.029  0.02
H 2.658 2.268 -3.756  0.05
C -2.415 -3.532 -0.870  -0.10
O -1.957 -2.442 -0.018  -0.22
H -1.546 -4.063 -1.269  0.06
H -2.974 -3.003 -1.642  0.08
H -3.010 -4.250 -0.206  0.11
H -1.838 -2.816 0.871  0.06
C -2.441 2.350 3.477  -0.16
O -1.061 2.146 3.748  -0.14
H -2.981 1.563 2.918  0.08
H -2.389 3.126 2.821  0.04
H -2.993 2.523 4.430  0.11
H -0.554 2.013 2.927  0.04

Atoms 1-2, force components in eV/Å:
C -1.44 2.12 2.27
C 3.32 3.07 -0.82

The HOMO-LUMO gap is 8.9 eV. The total energy is -42401.15177 eV. Its spin multiplicity is 1. The HOMO energy is -8.63 eV. Its max |F| is 12.0 eV Å⁻¹. The SMILES is NC(N)=O.NC(N)=O.NC(N)=O.NC(N)=O.CCO.CCO.CO.CO.CO. For the relative energy (zero: lowest compared OMol25 entry of this formula, charge and spin), the calculation gives 116.59 kcal per mole.

Record 4
# C11H41Ca2O16PS

C11H41Ca2O16PS as an isolated structure at a distorted geometry (wB97M-V/def2-TZVPD, the OMol25 dataset).

Last column: Löwdin charge in e.
Element x y z (Å)
Ca 2.489 -1.293 0.932  1.63
Ca 1.807 -0.523 -4.349  1.73
S 0.021 -0.211 -1.370  0.42
O 0.444 -0.858 -2.671  -0.54
O -1.407 -0.186 -1.191  -0.28
O 0.681 -0.958 -0.247  -0.51
O 0.566 1.178 -1.355  -0.37
C 0.618 -4.125 -1.841  -0.13
O 1.891 -4.808 -1.736  -0.11
H 0.438 -3.776 -2.866  0.07
H -0.188 -4.818 -1.619  0.09
H 0.594 -3.304 -1.121  0.05
H 2.540 -4.276 -2.202  0.05
C 1.872 3.044 -4.268  -0.05
O 1.706 1.707 -3.709  -0.32
H 0.939 3.586 -4.124  0.10
H 2.639 3.605 -3.735  0.10
H 2.151 2.953 -5.310  0.09
H 1.197 1.710 -2.847  0.04
C -4.673 1.097 -1.000  -0.15
O -3.744 0.716 0.002  -0.14
H -5.474 1.662 -0.534  0.08
H -4.220 1.763 -1.753  0.07
H -5.078 0.234 -1.538  0.08
H -2.982 0.302 -0.419  0.00
C 3.660 2.028 -0.306  -0.10
O 2.715 1.165 0.335  -0.25
H 4.500 2.195 0.362  0.09
H 4.030 1.591 -1.246  0.08
H 3.245 3.004 -0.572  0.10
H 1.885 1.212 -0.194  0.02
C -2.679 -3.194 0.267  -0.08
O -1.694 -2.276 0.766  -0.16
H -2.666 -4.118 0.837  0.09
H -3.678 -2.757 0.330  0.09
H -2.491 -3.434 -0.786  0.08
H -1.571 -1.655 0.029  0.02
C -2.225 -2.141 -4.147  -0.17
O -2.967 -1.228 -3.380  -0.10
H -2.190 -3.141 -3.692  0.08
H -2.742 -2.266 -5.097  0.09
H -1.194 -1.792 -4.313  0.03
H -2.463 -1.000 -2.585  0.03
C -1.575 3.873 -0.869  -0.12
O -0.138 3.767 -0.765  -0.15
H -2.032 2.925 -1.165  0.06
H -1.984 4.174 0.096  0.08
H -1.862 4.630 -1.602  0.08
H 0.109 2.871 -1.019  -0.01
C 0.218 -3.043 3.091  -0.09
O 0.781 -2.711 1.820  -0.29
H -0.290 -2.181 3.526  0.09
H -0.485 -3.871 3.012  0.10
H 1.016 -3.359 3.759  0.09
H -0.013 -2.410 1.300  0.03
C 2.059 3.038 3.062  -0.03
O 1.738 2.067 4.093  -0.17
P 1.186 0.645 3.806  0.32
O 2.056 -0.191 2.930  -0.36
O 1.003 0.044 5.229  -0.17
C 2.126 -0.313 6.027  -0.07
O -0.288 0.780 3.408  -0.15
C -0.787 0.988 2.072  -0.02
H 1.813 4.019 3.449  0.10
H 1.511 2.849 2.140  0.07
H 3.126 2.983 2.844  0.09
H 2.672 0.561 6.381  0.10
H 2.793 -1.016 5.525  0.09
H 1.752 -0.827 6.911  0.10
H -1.154 0.040 1.679  0.08
H -0.020 1.390 1.408  0.07
H -1.634 1.666 2.112  0.11

Atoms 1-2, force components in eV/Å:
Ca -0.78 0.61 1.86
Ca -1.01 0.85 0.62

The HOMO-LUMO gap is 5.6 eV. The total energy is -101825.02085 eV. Its spin multiplicity is 1. The HOMO energy is -13.76 eV. Its total charge is +2. Its max |F| is 2.1 eV Å⁻¹.